# 1
C30H47BO2P2Sm | ωB97M-V/def2-TZVPD

Atoms and positions in Å:
Sm: 0.130 -0.994 1.059
P: -1.075 -0.188 -1.237
P: 1.792 1.153 0.100
O: -1.737 1.673 2.641
O: 0.323 2.554 3.074
C: -0.504 -1.939 3.679
C: -1.852 2.651 3.576
C: 1.449 -4.008 1.220
C: -1.006 -1.726 -2.172
C: -0.444 -2.982 2.699
C: 1.250 -0.617 -5.146
C: -1.614 -3.758 2.213
C: 0.924 -3.099 2.271
C: 3.183 0.321 -0.787
C: 3.149 -1.863 2.879
C: -1.657 -1.010 -5.176
C: -0.404 4.080 4.894
C: -2.743 3.771 5.492
C: 1.266 0.672 -4.754
C: 0.413 1.774 -5.342
C: 0.857 1.965 -1.278
C: -1.647 0.316 -4.951
C: 0.588 -1.112 -6.411
C: -0.970 1.320 -5.853
C: 1.689 -2.109 2.978
C: -1.686 -1.545 4.482
C: 0.804 -1.423 3.868
C: -0.608 3.203 3.834
C: 1.183 -0.462 4.932
C: -0.078 1.057 -2.094
C: -2.945 2.959 4.374
C: -2.777 0.369 -1.094
C: -1.490 4.329 5.757
C: -0.802 -1.745 -6.173
C: 2.606 2.489 0.991
B: -0.338 1.521 2.297
H: -2.490 -1.612 -4.798
H: 2.821 -0.555 -1.355
H: -2.585 -2.088 4.167
H: -1.890 -0.472 4.367
H: 2.080 1.028 -4.120
H: 1.224 -1.894 -6.847
H: -2.357 0.763 -4.245
H: 3.661 1.038 -1.478
H: -3.087 0.758 -2.075
H: -2.459 -3.091 1.968
H: 0.567 4.525 5.052
H: -0.803 1.661 -2.654
H: -2.829 1.148 -0.313
H: -1.550 -1.734 5.562
H: 0.295 2.776 -0.800
H: 0.912 -0.830 5.939
H: 3.520 2.102 1.462
H: -1.212 -1.465 -3.210
H: 0.259 2.549 -4.571
H: -3.913 2.540 4.128
H: -1.345 4.970 6.634
H: -3.403 -0.485 -0.786
H: -1.775 -2.421 -1.810
H: 2.266 -0.280 4.938
H: 3.699 -2.354 3.702
H: -1.363 -4.331 1.310
H: -3.582 3.987 6.164
H: -1.975 -4.470 2.975
H: -1.319 -1.846 -7.142
H: 1.928 2.847 1.776
H: -0.891 0.959 -6.889
H: -0.019 -2.208 -2.131
H: 3.917 -0.018 -0.033
H: 3.553 -2.249 1.933
H: 2.849 3.294 0.285
H: -0.660 -2.779 -5.818
H: 0.511 0.470 -2.814
H: 3.371 -0.785 2.932
H: 1.907 -4.905 1.667
H: -1.613 2.211 -5.909
H: 0.511 -0.336 -7.184
H: 0.654 -4.347 0.543
H: 2.226 -3.521 0.612
H: 1.627 2.411 -1.926
H: 1.906 -1.347 -4.673
H: 0.684 0.506 4.790
H: 0.940 2.282 -6.168

As for the molar mass: 662.82 g/mol. The spin multiplicity is 6. As for the HOMO-LUMO gap (spin up / spin down): 7.166 / 7.376 eV. As for the net charge: +1. As for the expectation value of S²: 8.803. Its LUMO energy (spin up / spin down) is -3.1 / -2.8 eV. Its energy is -2687.08074 a.u.

# 2
C37H47N2P2PdSi2 | ωB97M-V/def2-TZVPD

Atoms and positions in Å:
Pd: 0.025 -0.720 0.245
P: 1.613 1.368 0.150
P: -1.677 1.275 0.202
Si: 3.310 -1.237 -0.353
Si: -3.278 -1.398 0.074
N: 2.079 -0.168 0.131
N: -2.052 -0.270 0.452
C: 3.654 2.222 1.881
C: -2.401 2.310 1.521
C: 1.418 2.851 2.492
C: 2.309 1.666 -2.499
C: 0.083 -2.745 0.249
C: -2.393 2.327 -3.682
C: -3.358 2.498 3.727
C: -4.968 -0.558 -0.013
C: -3.301 3.882 3.640
C: -1.790 1.917 -2.501
C: -3.713 2.759 -3.674
C: -2.968 -2.235 -1.569
C: -0.033 1.379 0.072
C: -2.791 4.484 2.495
C: 3.639 -2.479 1.004
C: -2.909 1.714 2.671
C: -2.343 3.700 1.442
C: 0.179 -5.432 0.121
C: 1.907 3.488 3.628
C: -3.374 -2.673 1.437
C: 3.403 3.553 -3.510
C: 2.843 -2.166 -1.911
C: 3.269 3.492 3.887
C: 4.145 2.858 3.012
C: 3.477 4.168 -2.270
C: 0.129 -3.960 0.186
C: 2.287 2.218 1.614
C: 0.399 -6.009 1.526
C: -4.427 2.780 -2.483
C: 4.927 -0.321 -0.701
C: -3.823 2.364 -1.304
C: 2.389 2.273 -1.243
C: 2.815 2.297 -3.624
C: -1.142 -5.969 -0.445
C: -2.501 1.924 -1.303
C: 1.336 -5.868 -0.790
C: 2.973 3.531 -1.141
H: -2.012 -2.760 -1.526
H: 0.441 -7.103 1.491
H: 5.400 0.025 0.222
H: -1.978 -5.664 0.187
H: 4.335 1.722 1.201
H: -0.413 -5.710 2.191
H: -1.123 -7.063 -0.499
H: 1.390 -6.960 -0.849
H: 2.753 1.812 -4.590
H: -3.751 2.027 4.620
H: 1.861 -2.623 -1.770
H: 3.652 3.985 4.773
H: 5.209 2.854 3.216
H: -5.084 0.035 -0.922
H: -4.184 3.084 -4.594
H: -2.932 0.632 2.726
H: 0.354 2.826 2.285
H: 2.712 -3.018 1.222
H: -5.759 -1.315 -0.005
H: -2.742 5.563 2.425
H: -3.756 -2.955 -1.814
H: -3.649 4.493 4.464
H: 3.932 5.147 -2.177
H: -2.393 -3.130 1.576
H: 1.334 -5.636 1.947
H: -2.918 -1.491 -2.370
H: 3.038 4.019 -0.177
H: 3.966 -1.972 1.915
H: 2.801 -1.502 -2.779
H: 3.565 -2.959 -2.128
H: 1.845 0.692 -2.578
H: -1.830 2.314 -4.607
H: -5.455 3.120 -2.472
H: -0.758 1.591 -2.478
H: -1.317 -5.572 -1.447
H: 4.778 0.542 -1.356
H: -5.128 0.100 0.847
H: 4.409 -3.200 0.712
H: 2.285 -5.490 -0.405
H: 1.219 3.974 4.310
H: 5.632 -0.997 -1.194
H: -1.937 4.169 0.551
H: 1.199 -5.468 -1.796
H: -4.385 2.380 -0.378
H: 3.801 4.048 -4.387
H: -4.101 -3.456 1.198
H: -3.677 -2.203 2.378

As for the molar mass: 744.34 g/mol. The relative energy (zero: lowest compared OMol25 entry of this formula, charge and spin) is 0.00 kcal per mole. As for the HOMO-LUMO gap: 6.712 eV. As for the net charge: -1. Its LUMO energy is 2.6 eV. Its energy is -2937.33658 a.u.

# 3
C12H29CrNO2S2 | ωB97M-V/def2-TZVPD

Atoms and positions in Å:
Cr: 1.141 0.168 -0.580
S: -0.524 2.145 -0.260
S: -0.417 -1.890 -0.132
O: 1.789 0.131 1.613
O: -0.847 -0.003 2.252
N: 0.036 -0.011 -2.607
C: -2.349 2.187 -0.127
C: 2.352 -1.192 1.620
C: 0.099 0.085 3.347
C: -0.401 -2.397 -1.911
C: 1.417 0.647 2.867
C: -0.373 2.387 -2.076
C: -2.201 0.152 2.712
C: -0.871 -1.262 -2.792
C: 3.905 0.433 -0.038
C: -2.201 -2.146 0.107
C: 3.447 0.285 -1.291
C: -0.843 1.196 -2.874
H: 3.955 1.387 0.481
H: -2.430 -2.206 1.177
H: 0.262 -0.920 3.784
H: -0.999 3.263 -2.260
H: -1.116 -3.232 -1.951
H: 2.509 -1.461 0.547
H: -2.397 -0.453 3.614
H: 1.312 1.720 2.754
H: -2.640 2.330 0.924
H: -2.466 -3.122 -0.326
H: 2.200 0.419 3.606
H: -1.905 -0.996 -2.460
H: -2.788 -0.208 1.867
H: 0.600 -2.802 -2.156
H: 4.535 -0.385 0.445
H: 3.310 1.131 -1.968
H: 0.674 2.671 -2.251
H: -2.727 3.057 -0.677
H: 1.662 -1.930 2.104
H: -2.401 1.227 2.900
H: 3.441 -0.708 -1.749
H: -1.887 0.977 -2.553
H: -0.224 0.759 4.168
H: -2.844 1.286 -0.499
H: -0.983 -1.623 -3.821
H: 3.319 -1.135 2.177
H: -0.949 1.483 -3.924
H: -2.815 -1.367 -0.349
H: 0.637 -0.078 -3.433

As for the molar mass: 335.50 g/mol. The relative energy (zero: lowest compared OMol25 entry of this formula, charge and spin) is 37.63 kcal per mole. The spin multiplicity is 5. As for the HOMO-LUMO gap (spin up / spin down): 7.568 / 9.032 eV. As for the net charge: +2. As for the expectation value of S²: 6.017. Its LUMO energy (spin up / spin down) is -7.6 / -6.7 eV. Its energy is -2520.06173 a.u.